(1)
ORCA calculation (the ωB97M-V functional and the def2-TZVPD basis) on a structure of composition C17H21MnN5O9PS2Te at a distorted geometry.

Last column: Löwdin spin population.
Element x y z (Å)
1 Mn 0.159 0.402 0.202  2.84
2 O 0.879 -1.438 6.920  0.13
3 N -0.255 -1.077 6.549  0.12
4 O -1.196 -0.975 7.358  0.13
5 C -0.500 -0.781 5.208  0.08
6 C -1.793 -0.343 4.878  0.18
7 C -2.171 -0.041 3.573  0.04
8 C -3.448 0.438 3.185  0.09
9 C -3.678 0.707 1.861  -0.01
10 C -2.678 0.493 0.907  0.11
11 N -1.453 0.069 1.227  -0.03
12 C -1.208 -0.179 2.539  0.07
13 C 0.122 -0.571 2.858  -0.01
14 N 0.963 -0.607 1.788  0.01
15 C 2.225 -1.004 2.002  0.03
16 C 2.687 -1.337 3.258  0.02
17 C 1.847 -1.272 4.363  0.04
18 C 0.509 -0.890 4.185  0.00
19 H -2.502 -0.232 5.683  0.01
20 H -4.212 0.588 3.933  0.00
21 H -4.631 1.083 1.520  0.00
22 H -2.867 0.672 -0.139  0.01
23 H 2.862 -1.059 1.128  0.00
24 H 3.714 -1.650 3.380  0.00
25 H 2.212 -1.511 5.348  0.00
26 O 0.591 2.880 -1.824  0.01
27 S 1.117 2.699 -0.443  0.02
28 O 2.038 3.747 -0.126  0.00
29 O -0.011 2.571 0.517  0.16
30 O 1.791 1.363 -0.368  0.02
31 N 3.441 -1.642 -3.383  0.00
32 C 2.929 -1.102 -2.248  0.00
33 N 3.659 -0.148 -1.648  0.00
34 S 1.500 -1.707 -1.634  0.02
35 H 4.342 -1.358 -3.726  0.00
36 H 3.006 -2.468 -3.749  0.00
37 H 4.399 0.286 -2.180  0.00
38 H 3.127 0.492 -1.045  0.00
39 C -4.437 1.070 -4.014  0.00
40 C -3.532 0.617 -2.877  0.00
41 O -2.964 1.743 -2.239  0.05
42 P -1.321 2.020 -2.091  0.03
43 O -0.780 0.712 -1.566  0.03
44 Te -1.971 3.906 -0.687  0.78
45 O -1.076 2.139 -3.682  0.00
46 C 0.141 1.849 -4.352  0.00
47 C 0.209 0.391 -4.786  0.00
48 H -4.916 0.212 -4.485  0.00
49 H -3.853 1.614 -4.754  0.00
50 H -5.202 1.737 -3.620  0.00
51 H -2.746 -0.052 -3.240  0.00
52 H -4.124 0.069 -2.132  0.00
53 H 0.986 2.094 -3.708  0.00
54 H 0.154 2.510 -5.226  0.00
55 H 0.157 -0.257 -3.914  0.00
56 H 1.147 0.204 -5.310  0.00
57 H -0.619 0.153 -5.453  0.00

Summary:
Electronic energy in Ha: -4168.2637
Spin multiplicity: 6
Charge: -1
E_HOMO (alpha / beta) in eV: -3.0 / -4.7

(2)
ORCA calculation (the ωB97M-V functional and the def2-TZVPD basis) on a cluster of 3 separate species, C17H21N2O13PS in total at a distorted geometry.

Last column: Löwdin charge in e.
Element x y z (Å)
1 C 2.927 -1.862 2.900  -0.10
2 C 1.557 -2.349 2.283  -0.20
3 C 1.917 -3.196 1.017  -0.25
4 N 2.759 -4.296 1.469  -0.11
5 N 2.889 -5.343 0.489  -0.39
6 S 4.281 -6.291 0.997  0.80
7 C 3.265 -4.798 -0.806  -0.66
8 O 4.127 -4.037 -0.950  0.17
9 O 2.542 -5.273 -1.866  -0.04
10 C 1.837 -4.236 -2.551  -0.17
11 P 2.869 -3.313 -3.817  0.49
12 O 2.864 -1.899 -3.433  -0.29
13 O 4.373 -3.883 -3.892  -0.11
14 O 2.244 -3.518 -5.329  -0.15
15 H 3.671 -1.896 2.087  0.07
16 H 2.890 -0.828 3.268  0.07
17 H 3.227 -2.591 3.663  0.06
18 H 0.879 -1.523 2.045  0.07
19 H 1.143 -3.072 3.010  0.10
20 H 1.011 -3.521 0.459  0.11
21 H 2.453 -2.492 0.352  0.12
22 H 2.338 -4.750 2.278  0.11
23 H 5.064 -5.328 1.576  -0.11
24 H 1.056 -4.754 -3.133  0.11
25 H 1.415 -3.492 -1.862  0.10
26 H 4.841 -3.442 -4.621  0.10
27 H 1.281 -3.522 -5.196  0.07
28 O -5.607 0.592 0.231  0.12
29 C -4.454 0.517 0.611  -0.31
30 C -3.752 1.627 1.245  0.07
31 C -2.479 1.491 1.627  -0.24
32 O -1.799 2.483 2.215  0.08
33 C -1.731 0.212 1.419  -0.29
34 O -0.566 0.147 1.770  0.10
35 C -2.438 -0.906 0.807  0.08
36 C -3.713 -0.772 0.427  -0.23
37 O -4.393 -1.774 -0.136  0.11
38 H -4.303 2.546 1.387  0.14
39 H -0.908 2.121 2.388  0.13
40 H -1.891 -1.830 0.678  0.13
41 H -5.286 -1.419 -0.316  0.12
42 O -1.723 9.052 -0.788  0.11
43 C -1.872 7.868 -0.550  -0.32
44 C -2.101 7.350 0.795  0.08
45 C -2.240 6.035 0.997  -0.23
46 O -2.451 5.524 2.215  0.11
47 C -2.166 5.056 -0.133  -0.29
48 O -2.284 3.870 0.114  0.10
49 C -1.959 5.574 -1.481  0.08
50 C -1.823 6.889 -1.684  -0.24
51 O -1.635 7.401 -2.903  0.11
52 H -2.150 8.067 1.602  0.14
53 H -2.508 4.554 2.093  0.09
54 H -1.925 4.858 -2.290  0.14
55 H -1.566 8.368 -2.776  0.12

Summary:
Electronic energy in Ha: -2487.5490
Structure (SMILES): CCCNN(S)C(=O)OCP(=O)(O)O.O=C1C=C(O)C(=O)C=C1O.O=C1C=C(O)C(=O)C=C1O
Spin multiplicity: 1
E_HOMO in eV: -8.6

(3)
ORCA calculation (the ωB97M-V functional and the def2-TZVPD basis) on a cluster of 2 separate species, C17H21N2S2 in total at a distorted geometry.

Last column: Löwdin charge in e.
Element x y z (Å)
1 C -3.687 -0.370 -2.733  -0.03
2 C -2.973 0.838 -2.660  -0.05
3 C -1.582 0.835 -2.709  -0.04
4 C -0.874 -0.378 -2.827  -0.32
5 C 0.580 -0.371 -2.965  -0.74
6 S 1.384 -1.854 -3.221  1.05
7 C 3.078 -1.577 -2.602  -0.41
8 C 3.765 -0.376 -3.234  -0.28
9 C 3.098 0.873 -2.682  -0.41
10 S 1.374 1.118 -3.229  1.06
11 C -1.594 -1.587 -2.896  -0.04
12 C -2.987 -1.582 -2.857  -0.04
13 H -4.779 -0.367 -2.689  0.12
14 H -3.512 1.783 -2.566  0.12
15 H -1.034 1.780 -2.666  0.09
16 H 3.007 -1.465 -1.513  0.09
17 H 3.565 -2.531 -2.844  0.09
18 H 4.816 -0.374 -2.923  0.13
19 H 3.728 -0.411 -4.329  0.12
20 H 3.072 0.855 -1.585  0.09
21 H 3.581 1.800 -3.020  0.09
22 H -1.060 -2.534 -3.009  0.09
23 H -3.538 -2.522 -2.926  0.12
24 C -1.839 1.574 4.648  -0.06
25 N -0.662 0.774 4.399  -0.20
26 C 0.126 0.481 5.573  -0.06
27 C -0.321 0.339 3.149  -0.23
28 C 1.017 0.003 2.825  -0.01
29 C 1.317 -0.364 1.506  -0.16
30 N 0.394 -0.453 0.537  0.02
31 C -0.885 -0.233 0.860  -0.15
32 C -1.289 0.216 2.122  0.00
33 H -2.183 2.059 3.730  0.08
34 H -2.660 0.963 5.051  0.10
35 H -1.594 2.348 5.387  0.09
36 H 0.802 -0.359 5.388  0.08
37 H 0.721 1.354 5.880  0.10
38 H -0.546 0.218 6.400  0.10
39 H 1.802 0.078 3.572  0.10
40 H 2.352 -0.600 1.245  0.10
41 H -1.647 -0.417 0.095  0.10
42 H -2.335 0.438 2.319  0.10

Summary:
Electronic energy in Ha: -1566.0194
Spin multiplicity: 1
Charge: +1
E_HOMO in eV: -10.3

(4)
ORCA calculation (the ωB97M-V functional and the def2-TZVPD basis) on a structure of composition C17H21N4O2Re at a distorted geometry.

Last column: Löwdin spin population.
Element x y z (Å)
1 Re -0.008 0.158 -0.228  0.93
2 C -1.655 -1.832 -3.679  0.00
3 C -1.084 -1.600 -2.321  0.02
4 O -1.069 -0.419 -1.872  0.01
5 C -0.644 -2.702 -1.535  -0.02
6 C -0.518 -2.671 -0.185  0.02
7 C -0.457 -3.921 0.627  0.00
8 N -0.612 -1.455 0.505  -0.03
9 N -1.351 -1.551 1.661  -0.02
10 C -1.758 -0.336 1.943  0.01
11 O -1.335 0.661 1.237  0.04
12 C -2.778 -0.113 2.995  0.00
13 C -3.359 1.147 3.098  0.00
14 C -4.428 1.351 3.959  0.00
15 C -4.911 0.296 4.719  0.00
16 C -4.315 -0.956 4.638  0.00
17 C -3.250 -1.162 3.777  0.00
18 H -0.961 -2.426 -4.278  0.00
19 H -1.854 -0.884 -4.170  0.00
20 H -2.584 -2.400 -3.599  0.00
21 H -0.612 -3.670 -2.018  0.00
22 H -0.345 -4.787 -0.020  0.00
23 H -1.368 -4.014 1.215  0.00
24 H 0.373 -3.876 1.334  0.00
25 H -2.980 1.958 2.492  0.00
26 H -4.890 2.328 4.025  0.00
27 H -5.760 0.448 5.373  0.00
28 H -4.692 -1.776 5.236  0.00
29 H -2.786 -2.136 3.702  0.00
30 C 1.680 -0.366 -1.374  0.02
31 H 2.530 0.318 -1.275  0.00
32 H 1.415 -0.353 -2.439  0.01
33 H 2.045 -1.372 -1.143  0.01
34 C 3.275 -0.243 1.355  0.00
35 C 2.511 1.023 1.487  0.00
36 N 1.284 1.265 1.030  0.00
37 C 0.967 2.583 1.384  0.00
38 C 2.011 3.121 2.039  0.00
39 N 2.969 2.119 2.097  0.00
40 H 2.588 -1.071 1.203  0.00
41 H 3.868 -0.431 2.250  0.00
42 H 3.950 -0.202 0.500  0.00
43 H 0.007 3.012 1.158  0.00
44 H 2.159 4.090 2.482  0.00
45 H 3.876 2.195 2.528  0.00

Summary:
Electronic energy in Ha: -1107.9441
Spin multiplicity: 2
Charge: +1
E_HOMO (alpha / beta) in eV: -11.1 / -11.1

(5)
ORCA calculation (the ωB97M-V functional and the def2-TZVPD basis) on a structure of composition C17H21N4OPtSSi.

Last column: Löwdin spin population.
Element x y z (Å)
1 Pt -0.583 -1.325 -0.793  1.30
2 N -4.027 -3.150 1.346  0.00
3 C -2.832 -2.693 0.814  0.01
4 S -2.897 -2.134 -0.835  0.13
5 N -1.816 -2.760 1.618  0.01
6 N -0.607 -2.396 1.046  0.13
7 C 0.384 -2.363 1.857  0.03
8 C 1.758 -2.064 1.546  0.01
9 C 2.647 -2.018 2.638  0.00
10 C 3.986 -1.763 2.488  0.01
11 C 4.481 -1.547 1.188  0.00
12 C 3.650 -1.593 0.098  0.01
13 C 2.252 -1.843 0.221  0.01
14 O 1.527 -1.895 -0.847  0.09
15 H -4.849 -2.739 0.938  0.00
16 H -4.028 -3.217 2.351  0.00
17 H 0.153 -2.609 2.893  0.01
18 H 2.239 -2.192 3.631  0.00
19 H 4.644 -1.727 3.346  0.00
20 H 5.536 -1.339 1.046  0.00
21 H 4.024 -1.424 -0.906  0.00
22 C -0.844 0.955 1.946  0.00
23 Si -1.553 1.591 0.334  0.02
24 C -3.390 1.258 0.353  0.00
25 C -1.408 3.469 0.396  0.01
26 N -0.816 0.810 -1.003  0.14
27 C -0.046 1.259 -2.058  0.02
28 C 0.489 2.567 -2.159  0.01
29 C 1.276 2.954 -3.232  0.00
30 C 1.589 2.072 -4.260  0.01
31 C 1.074 0.784 -4.192  0.00
32 C 0.267 0.397 -3.136  0.03
33 H -1.151 1.580 2.796  0.00
34 H 0.251 0.935 1.904  0.00
35 H -1.193 -0.066 2.135  0.00
36 H -3.835 1.547 1.314  0.00
37 H -3.581 0.192 0.183  0.00
38 H -3.893 1.819 -0.443  0.00
39 H -2.028 3.827 1.228  0.00
40 H -1.774 3.938 -0.524  0.00
41 H -0.381 3.809 0.574  0.00
42 H 0.299 3.271 -1.364  0.00
43 H 1.666 3.965 -3.258  0.00
44 H 2.212 2.381 -5.091  0.00
45 H 1.293 0.072 -4.979  0.00
46 H -0.165 -0.597 -3.147  0.01

Summary:
Electronic energy in Ha: -1761.7429
Spin multiplicity: 3
Charge: -1
ΔE to the lowest compared entry with this formula, charge and spin in kcal per mole: 1.5
E_HOMO (alpha / beta) in eV: -3.6 / -4.0

(6)
ORCA calculation (the ωB97M-V functional and the def2-TZVPD basis) on the molecule C17H21N5O2S.

Last column: Löwdin charge in e.
Element x y z (Å)
1 C 4.450 -4.720 -0.818  -0.05
2 C 4.199 -3.378 -1.442  -0.22
3 C 4.652 -3.084 -2.716  -0.04
4 C 4.457 -1.832 -3.285  -0.08
5 C 3.773 -0.870 -2.571  -0.05
6 C 3.278 -1.141 -1.294  -0.08
7 C 2.515 -0.089 -0.555  -0.41
8 O 2.543 0.029 0.664  0.05
9 N 1.772 0.744 -1.335  0.10
10 C 0.909 1.799 -0.798  -0.34
11 C 1.700 2.850 -0.021  -0.04
12 C -0.201 1.218 0.034  -0.02
13 C -1.487 1.432 -0.203  0.00
14 C -2.530 0.841 0.678  -0.49
15 O -2.282 0.078 1.596  0.03
16 N -3.809 1.203 0.373  0.09
17 C -4.918 0.792 1.222  -0.36
18 C -6.217 0.809 0.435  -0.05
19 C -4.993 1.676 2.444  -0.56
20 N -5.802 2.682 2.540  0.01
21 N -5.667 3.369 3.712  -0.05
22 C -4.759 2.848 4.472  -0.48
23 S -3.969 1.478 3.816  1.08
24 C 3.499 -2.400 -0.713  -0.21
25 N 3.153 -2.696 0.617  0.12
26 H 4.910 -4.603 0.164  0.08
27 H 3.520 -5.274 -0.667  0.08
28 H 5.099 -5.325 -1.449  0.07
29 H 5.198 -3.843 -3.264  0.11
30 H 4.850 -1.608 -4.268  0.10
31 H 3.648 0.120 -2.993  0.11
32 H 1.612 0.458 -2.286  0.13
33 H 0.466 2.281 -1.672  0.14
34 H 1.041 3.674 0.250  0.08
35 H 2.124 2.424 0.884  0.08
36 H 2.510 3.238 -0.640  0.08
37 H 0.087 0.602 0.879  0.13
38 H -1.810 2.047 -1.039  0.11
39 H -3.965 1.971 -0.259  0.14
40 H -4.686 -0.222 1.547  0.14
41 H -7.042 0.473 1.060  0.09
42 H -6.454 1.817 0.096  0.08
43 H -6.129 0.146 -0.426  0.08
44 H -4.513 3.256 5.441  0.07
45 H 2.434 -3.405 0.691  0.10
46 H 2.840 -1.861 1.100  0.06

Summary:
Electronic energy in Ha: -1482.8792
Structure (SMILES): Cc1cccc(C(=O)N[C@H](C)/C=C/C(=O)N[C@H](C)c2nncs2)c1N
Spin multiplicity: 1
ΔE to the lowest compared entry with this formula, charge and spin in kcal per mole: 31.1
E_HOMO in eV: -8.4